Record 1
The following is a quantum chemistry calculation of a single C4H8O2 molecule, from OMol25.

CARTESIAN COORDINATES (ANGSTROEM)
1 O 0.7794 -0.9369 -1.4731
2 C 0.4506 0.2864 -0.8361
3 C -1.0575 0.4939 -0.7023
4 C -0.6460 -0.4170 1.9054
5 O 0.4282 -0.7675 1.2354
6 C 1.0970 0.3106 0.5558
7 H 0.5672 -1.6442 -0.8441
8 H 0.8947 1.0674 -1.4628
9 H -1.5988 -0.3421 -1.1554
10 H -1.4047 1.4293 -1.1525
11 H -1.2218 -1.3735 1.9515
12 H -1.3766 0.5794 0.3770
13 H 0.9299 1.2539 1.0875
14 H 2.1585 0.0603 0.5136

Summary:
**LUMO energy**: 0.0224 Ha
**Gap between HOMO and LUMO**: 9.3 eV
**HOMO level**: -8.73 eV

---

Record 2
The following is a quantum chemistry calculation of a molecular structure, C51H55KN6P3Se2 at a distorted geometry, from OMol25.

CARTESIAN COORDINATES (ANGSTROEM)
1 K 1.6309 -0.1080 -0.1318
2 C 0.5762 -1.5704 3.6336
3 C 1.7284 -1.0551 2.7688
4 C 2.8840 -2.0522 2.7632
5 P 2.3113 0.6069 3.4195
6 C 1.2655 1.8130 2.4345
7 C 1.9847 3.1572 2.3403
8 C -0.1023 1.9885 3.0914
9 C 4.0442 0.8750 2.8764
10 C 4.8807 1.1961 3.9539
11 C 6.2213 1.5337 3.8372
12 C 7.0682 1.8696 5.0380
13 C 6.7400 1.5512 2.5425
14 C 5.9691 1.2356 1.4446
15 C 4.5960 0.8691 1.5489
16 N 3.8344 0.5703 0.4793
17 C 4.3962 0.4534 -0.8010
18 C 4.0681 1.4033 -1.7916
19 C 3.2407 2.6074 -1.4193
20 C 4.5338 1.2503 -3.0936
21 C 5.3047 0.1638 -3.4748
22 C 5.7908 0.0082 -4.8929
23 C 5.6123 -0.7792 -2.4992
24 C 5.1813 -0.6556 -1.1834
25 C 5.5039 -1.7371 -0.1850
26 H 0.2997 -2.5828 3.3245
27 H -0.3163 -0.9492 3.5479
28 H 0.8682 -1.5920 4.6865
29 H 1.3405 -0.9566 1.7634
30 H 3.3029 -2.1606 3.7680
31 H 3.6893 -1.7278 2.1032
32 H 2.5333 -3.0363 2.4374
33 H 1.0969 1.4454 1.4276
34 H 2.2457 3.5259 3.3373
35 H 1.3314 3.8938 1.8637
36 H 2.9060 3.0817 1.7635
37 H 0.0087 2.2865 4.1377
38 H -0.6982 1.0742 3.0657
39 H -0.6718 2.7608 2.5660
40 H 4.4373 1.1868 4.9460
41 H 6.4721 1.8422 5.9520
42 H 7.5060 2.8692 4.9635
43 H 7.8956 1.1657 5.1685
44 H 7.7804 1.8283 2.3889
45 H 6.4110 1.2703 0.4549
46 H 2.1796 2.3691 -1.2840
47 H 3.3036 3.3740 -2.1937
48 H 3.5900 3.0245 -0.4745
49 H 4.2640 1.9973 -3.8352
50 H 5.2849 0.7110 -5.5566
51 H 5.6069 -1.0001 -5.2713
52 H 6.8654 0.1919 -4.9748
53 H 6.2096 -1.6470 -2.7701
54 H 6.3734 -2.3113 -0.5111
55 H 4.6671 -2.4342 -0.0795
56 H 5.7116 -1.3335 0.8045
57 Se -6.0338 -0.5138 0.4055
58 P -4.4924 -1.8370 -0.1620
59 C -4.6290 -2.4140 -1.8830
60 C -5.7721 -2.1498 -2.6241
61 C -5.8744 -2.6138 -3.9310
62 C -4.8319 -3.3318 -4.4966
63 C -3.6830 -3.5925 -3.7572
64 C -3.5796 -3.1385 -2.4517
65 C -4.5014 -3.3582 0.8357
66 C -5.1674 -4.4911 0.3874
67 C -5.2529 -5.6179 1.1973
68 C -4.6716 -5.6137 2.4547
69 C -4.0067 -4.4795 2.9079
70 C -3.9229 -3.3567 2.1034
71 C -2.8051 -1.2555 -0.0162
72 C -2.1509 -0.0230 -0.0567
73 N -0.8374 -0.2860 0.0241
74 N -0.6848 -1.5956 0.1273
75 N -1.8539 -2.2079 0.1036
76 P -2.6066 1.6918 -0.2954
77 Se -0.9508 2.9441 -0.7668
78 C -3.7928 1.6657 -1.6647
79 C -3.4667 0.9004 -2.7825
80 C -4.2844 0.9226 -3.9013
81 C -5.4292 1.7103 -3.9099
82 C -5.7624 2.4608 -2.7908
83 C -4.9504 2.4332 -1.6661
84 C -3.4367 2.2952 1.1903
85 C -3.6764 3.6643 1.3137
86 C -4.2527 4.1686 2.4674
87 C -4.5713 3.3115 3.5151
88 C -4.3181 1.9537 3.4020
89 C -3.7567 1.4438 2.2394
90 H -6.5676 -1.5709 -2.1699
91 H -6.7661 -2.4036 -4.5083
92 H -4.9090 -3.6859 -5.5174
93 H -2.8654 -4.1469 -4.2000
94 H -2.6848 -3.3323 -1.8718
95 H -5.6167 -4.5010 -0.5980
96 H -5.7681 -6.5002 0.8389
97 H -4.7309 -6.4943 3.0823
98 H -3.5400 -4.4760 3.8848
99 H -3.3833 -2.4842 2.4493
100 H -2.5775 0.2788 -2.7753
101 H -4.0304 0.3170 -4.7620
102 H -6.0691 1.7269 -4.7834
103 H -6.6649 3.0587 -2.7867
104 H -5.2327 2.9931 -0.7843
105 H -3.3695 4.3348 0.5200
106 H -4.4302 5.2324 2.5599
107 H -5.0065 3.7073 4.4243
108 H -4.5579 1.2840 4.2176
109 H -3.5643 0.3837 2.1525
110 N 0.4447 0.9143 -3.3570
111 C 0.7704 1.1004 -4.6484
112 C 1.6592 0.1049 -4.9831
113 C 1.8141 -0.6340 -3.7952
114 N 1.0690 -0.1422 -2.8151
115 H -0.1279 1.5038 -2.7563
116 H 0.3573 1.9174 -5.2160
117 H 2.1458 -0.0510 -5.9304
118 H 2.4492 -1.4868 -3.6094

Summary:
**LUMO energy**: 0.0787 Ha
**Total charge**: -1
**Gap between HOMO and LUMO**: 5.9 eV
**HOMO level**: -3.78 eV